[1]
This record from the OMol25 dataset describes a structure of composition C31H62Cl2F3I2N2O5PS2 at a distorted geometry. The level of theory is wB97M-V/def2-TZVPD.

Positions of all 110 atoms, in Å:
C 4.51207 3.40675 -1.41294
C 4.39145 2.33372 -0.86000
C 4.05075 0.94030 -0.29424
C 2.62393 0.28479 -0.53483
N 2.79935 -1.01923 0.24399
C 2.72311 -0.91101 1.70393
C 1.60698 -1.94790 2.22962
C 2.29845 -3.36579 2.55733
O 1.45659 0.79743 0.05220
C 0.98209 2.08903 0.01131
Cl 1.23056 2.69091 -1.73400
C 1.81352 3.19599 0.85609
O 2.68414 2.61038 1.86285
C 2.99583 3.49249 2.87258
F 3.22350 4.79131 2.42726
F 4.19924 3.07185 3.41732
F 2.02940 3.46123 3.86022
C -0.58013 2.26650 0.46427
P -1.25767 4.00884 -0.06056
S -1.72982 4.14557 -1.97178
C -1.58512 1.25603 -0.26501
C -3.13349 1.61558 -0.00284
C -1.48431 -0.26969 0.13244
C -2.41280 -0.73253 1.37050
C -1.94886 -2.16476 1.93564
N -0.85131 2.14068 1.90624
S 0.05719 1.04143 2.86654
Cl -1.18109 3.54375 2.83159
C 2.45147 -0.39283 -2.01204
I 3.39492 0.62582 -3.67330
C 0.91769 -0.67758 -2.38165
C 0.62394 -0.76138 -3.95843
I 0.52362 -2.74171 -1.68793
H 4.58763 4.50287 -1.61932
H 4.79964 0.21818 -0.75876
H 4.36700 0.98858 0.79674
H 3.69549 -1.43899 -0.00427
H 2.64359 0.10045 2.17900
H 3.69400 -1.34912 2.12095
H 1.19955 -1.57836 3.21205
H 0.83011 -2.17297 1.45272
H 1.72549 -3.88682 3.39297
H 3.35457 -3.26331 2.93113
H 2.23934 -4.07016 1.67274
H 1.16215 3.94494 1.38191
H 2.47556 3.81856 0.17640
H -0.34702 5.05313 0.26390
H -2.54116 4.24911 0.54227
H -1.47658 1.34139 -1.39455
H -3.50018 2.50968 -0.57563
H -3.80526 0.75831 -0.37418
H -3.28584 1.83970 1.09277
H -1.88895 -0.86817 -0.74826
H -0.47338 -0.69135 0.35937
H -3.46009 -0.91732 0.96879
H -2.50242 0.04845 2.17092
H -2.87547 -2.81329 2.06249
H -1.44284 -2.09920 2.93641
H -1.32491 -2.69335 1.15028
H 0.03092 1.55032 4.15465
H 2.93494 -1.41776 -2.04453
H 0.18611 0.06645 -1.98101
H 1.33183 -1.44707 -4.49911
H -0.39435 -1.26831 -4.02674
H 0.48824 0.24792 -4.43269
C -5.98413 0.08889 -4.30683
C -5.51659 -0.96046 -3.31224
O -5.67836 -0.57110 -1.95631
C -7.00508 -0.29082 -1.53464
C -7.95113 -1.47025 -1.68026
H -5.45164 1.03028 -4.14683
H -5.80181 -0.24917 -5.32947
H -7.05105 0.29613 -4.20999
H -4.44790 -1.13205 -3.45882
H -6.01131 -1.92055 -3.49240
H -7.39011 0.58981 -2.05974
H -6.94126 -0.01702 -0.47870
H -8.05815 -1.78360 -2.72018
H -8.94294 -1.20932 -1.30479
H -7.57900 -2.32941 -1.11647
C -1.55929 -2.88300 -8.31830
C -0.81589 -3.22045 -7.03649
O -1.49308 -2.80476 -5.86029
C -2.78184 -3.35976 -5.64437
C -2.78097 -4.87469 -5.53593
H -1.74232 -1.80693 -8.38129
H -0.97587 -3.19226 -9.18845
H -2.52765 -3.38304 -8.37206
H 0.14460 -2.70070 -7.03974
H -0.58806 -4.28994 -6.98459
H -3.47426 -3.02113 -6.42297
H -3.14505 -2.93812 -4.70367
H -2.43159 -5.35091 -6.45370
H -3.78940 -5.24079 -5.33093
H -2.12059 -5.19843 -4.72751
C 6.81159 2.46303 8.59304
C 6.37567 1.07583 8.15104
O 5.02345 0.77799 8.46378
C 4.04256 1.62757 7.88778
C 4.06269 1.63772 6.36892
H 6.66661 2.58347 9.66998
H 7.86691 2.62185 8.36007
H 6.23934 3.24811 8.09631
H 6.98358 0.33327 8.67187
H 6.55842 0.92921 7.08157
H 4.13922 2.64219 8.28912
H 3.07364 1.25312 8.22665
H 5.00911 2.01058 5.97421
H 3.26435 2.27505 5.98298
H 3.92166 0.62610 5.97889

Values from the calculation:
LUMO level = -0.0126 Eh
Total charge = 0



[2]
This record from the OMol25 dataset describes a cluster of 6 separate species, C31H62N2O5S in total at a distorted geometry. The level of theory is wB97M-V/def2-TZVPD.

Positions of all 101 atoms, in Å:
S 1.46308 -3.21514 -9.49218
C 2.21007 -1.60820 -8.98392
C 1.16703 -0.81393 -8.18483
C 1.73549 0.43489 -7.44737
C 2.89566 0.00982 -6.55349
C 4.16198 0.21757 -6.99971
C 5.28000 -0.20285 -6.20897
C 5.04048 -0.81600 -5.02415
C 3.73217 -1.03111 -4.51955
N 3.59061 -1.64347 -3.30636
C 2.34018 -1.78129 -2.94249
C 1.23910 -1.37276 -3.74859
N 1.32702 -0.80486 -4.92649
C 2.63115 -0.62076 -5.29331
H 2.56129 -4.00312 -9.60819
H 3.11674 -1.85922 -8.42169
H 2.53113 -1.01909 -9.85532
H 0.42036 -0.45820 -8.91716
H 0.62293 -1.43799 -7.46247
H 0.92711 0.78263 -6.78494
H 1.98563 1.26691 -8.11571
H 4.32914 0.70588 -7.96017
H 6.31226 -0.08253 -6.53216
H 5.88819 -1.16481 -4.43312
H 2.13584 -2.23539 -1.97043
H 0.23237 -1.54611 -3.35296
C -0.25328 1.46488 -1.27492
C -1.14897 0.24383 -1.14952
O -1.98625 0.26182 -0.00631
C -2.90007 1.34302 0.08414
C -3.88234 1.41401 -1.07185
H 0.36997 1.57586 -0.38589
H 0.39553 1.36964 -2.14753
H -0.82972 2.38403 -1.38677
H -0.52296 -0.64565 -1.05126
H -1.74876 0.10179 -2.05593
H -2.35972 2.28872 0.19972
H -3.45464 1.19152 1.01135
H -3.37904 1.57741 -2.02621
H -4.58472 2.23489 -0.92134
H -4.44450 0.48194 -1.15340
C 0.15463 -6.83466 -7.74900
C -1.14835 -6.37121 -8.37358
O -1.08282 -6.22625 -9.78305
C -0.76655 -7.39396 -10.51823
C -1.75933 -8.52816 -10.32873
H 0.96207 -6.14299 -7.99639
H 0.05893 -6.88719 -6.66331
H 0.44881 -7.82333 -8.10545
H -1.39980 -5.38707 -7.97625
H -1.97500 -7.03626 -8.09885
H 0.25317 -7.72341 -10.28914
H -0.76479 -7.09651 -11.56804
H -1.79228 -8.87331 -9.29416
H -1.48644 -9.37903 -10.95485
H -2.76590 -8.20327 -10.59794
C 0.33203 1.36843 5.52340
C -0.98163 1.77640 4.88087
O -0.91723 1.89249 3.47082
C -0.56187 0.71558 2.76019
C -1.52288 -0.43909 2.97424
H 1.12021 2.07819 5.26524
H 0.22848 1.33959 6.60962
H 0.66050 0.38201 5.19381
H -1.26634 2.76130 5.25398
H -1.78941 1.09231 5.16738
H 0.46740 0.42346 2.99985
H -0.56590 0.98345 1.70666
H -1.54914 -0.75853 4.01822
H -1.22692 -1.29715 2.37061
H -2.53649 -0.14924 2.69506
C -3.66944 4.28472 5.78607
C -3.48634 3.87085 7.23595
O -3.07181 4.92670 8.08583
C -3.94608 6.03779 8.17397
C -5.33027 5.69129 8.69489
H -2.74557 4.71123 5.39111
H -3.94407 3.42133 5.17799
H -4.45170 5.03653 5.67096
H -2.70314 3.11299 7.29442
H -4.39712 3.40424 7.62769
H -4.00798 6.55043 7.20780
H -3.47269 6.73848 8.86346
H -5.85423 4.99975 8.03329
H -5.93831 6.59282 8.78279
H -5.26160 5.21767 9.67581
C 1.72272 3.13767 9.16410
C 1.81048 1.73865 9.74823
O 2.81424 0.93233 9.15528
C 4.14308 1.41137 9.25939
C 4.62663 1.57751 10.68978
H 1.54689 3.09107 8.08775
H 0.90583 3.69204 9.62854
H 2.64156 3.70460 9.32122
H 0.86658 1.21963 9.57456
H 1.94669 1.77594 10.83480
H 4.25603 2.34459 8.69670
H 4.76899 0.67228 8.75691
H 4.03970 2.31766 11.23584
H 5.66769 1.90354 10.70204
H 4.54855 0.63314 11.23134

Values from the calculation:
LUMO level = -0.0125 Eh
ΔE to the lowest compared entry with this formula, charge and spin = 0.000 eV
Total charge = 0